Below is an isolated ion of composition C27H51N5O3P and charge +1 in a non-equilibrium geometry, with properties calculated with ωB97M-V/def2-TZVPD.

Computed properties:
**Total charge**: +1
**SMILES string**: [H]/N=C(/N)NCCCC[C@]1(CNC)C[NH2+][C@@H](CCc2ccccc2)[C@@H](CCCP(=O)(OCC)OCC)C1
**DFT total energy**: -1900.10510 Eh

Geometry as XYZ:
```
87
Properties=species:S:1:pos:R:3:forces:R:3
P 5.162 -0.054 -0.753 -0.65 2.10 -0.96
O 5.787 -0.795 0.517 -0.25 -0.47 -0.67
O 6.079 -0.286 -2.040 0.20 -1.27 1.29
O 5.014 1.391 -0.528 -0.24 0.35 0.55
N -6.216 3.392 -1.288 0.78 -1.14 0.21
N -3.862 -2.624 -2.127 0.35 -0.64 0.39
N -4.484 4.147 0.054 -0.16 -0.21 -0.41
N -1.371 0.014 0.303 -0.32 0.32 -0.28
N -4.048 2.189 -1.217 -0.91 0.30 -0.58
C -2.498 -2.991 -1.750 0.24 0.40 0.22
C 3.512 -0.704 -1.200 0.41 -1.23 0.24
C 1.896 -1.950 0.416 0.43 -0.15 -0.40
C -0.490 1.442 3.486 0.81 -0.48 -0.44
C -0.104 -0.483 0.890 1.34 -0.80 0.36
C -2.601 0.137 -2.871 0.36 0.81 -0.41
C 5.134 -0.472 1.763 0.21 0.24 0.79
C 0.656 -1.295 -0.200 -1.05 0.02 0.22
C -1.550 -0.848 3.002 0.67 0.33 0.71
C -0.245 -2.339 -0.913 -0.04 0.84 -0.31
C -2.247 -1.085 -0.188 -0.40 -0.57 -0.18
C -1.833 3.214 4.331 -0.46 1.06 0.38
C 5.736 0.733 2.464 0.17 0.30 0.09
C -2.802 1.116 3.840 -0.74 -0.63 -0.22
C 8.055 1.221 -1.773 -0.26 -0.31 0.15
C -4.898 3.285 -0.782 0.53 0.65 0.90
C -2.157 1.611 -2.740 -0.51 -0.15 -0.29
C -2.940 2.401 4.281 -0.71 0.13 0.30
C -0.300 -1.254 2.214 -0.82 -0.04 -0.46
C -1.613 -1.768 -1.390 0.28 -0.44 0.02
C -0.624 2.737 3.920 1.01 0.56 0.10
C -3.305 2.566 -2.442 0.40 0.48 0.14
C -4.880 -2.944 -1.100 -0.12 0.54 -0.66
C 3.107 -2.047 -0.533 -0.01 -0.03 0.10
C -1.449 -0.858 -2.633 -0.53 -0.17 0.12
C -1.583 0.611 3.437 -0.34 -0.86 -0.35
C 7.504 -0.208 -1.791 1.15 0.39 -0.50
H -1.996 -3.521 -2.565 -0.06 0.07 0.01
H 6.686 0.510 2.955 -0.09 -0.15 -0.06
H -3.925 2.722 4.596 0.13 0.25 0.02
H -0.492 -0.320 -2.621 -0.08 -0.02 0.07
H 0.592 -1.086 2.817 -0.08 -0.03 0.04
H -6.856 3.277 -0.509 -0.24 0.42 -0.21
H 8.100 1.595 -2.796 0.10 0.21 0.15
H 5.253 -1.351 2.400 -0.08 -0.07 -0.19
H 5.030 1.077 3.226 0.11 -0.10 0.04
H -3.470 -0.033 -2.242 0.18 -0.33 0.02
H 3.944 -2.425 0.060 -0.07 -0.05 -0.06
H -1.734 1.928 -3.698 0.28 0.00 0.19
H -1.118 0.586 -0.511 -0.19 0.04 0.06
H -3.959 2.715 -3.313 0.00 -0.32 0.05
H 2.814 0.094 -0.953 0.20 0.10 -0.02
H -2.471 -3.664 -0.879 -0.17 -0.05 -0.14
H -3.676 0.470 3.804 0.03 0.01 0.03
H 7.988 -0.725 -2.622 -0.27 -0.13 0.01
H -3.245 -0.680 -0.353 0.17 0.10 -0.20
H 4.062 -0.291 1.633 0.10 -0.10 -0.33
H -2.355 -1.845 0.588 0.19 0.25 0.18
H 0.543 0.371 1.104 -0.41 0.25 -0.11
H 7.469 1.899 -1.153 -0.14 -0.11 -0.10
H -1.378 1.760 -1.977 -0.05 -0.05 -0.06
H -2.870 3.551 -2.253 -0.09 -0.05 0.05
H 0.294 -2.644 -1.817 0.01 -0.35 0.20
H -1.907 0.638 0.918 0.27 -0.07 0.25
H 5.906 1.574 1.792 -0.17 -0.17 -0.16
H 1.624 -2.966 0.719 0.05 0.07 0.06
H -1.556 -1.450 3.917 -0.10 -0.05 -0.13
H -4.084 -3.135 -2.970 -0.14 0.16 0.01
H -2.492 -1.068 2.494 0.15 -0.14 -0.07
H 7.822 -0.733 -0.888 -0.56 -0.05 0.07
H -5.511 -3.755 -1.469 -0.07 -0.03 0.38
H -2.955 0.020 -3.898 -0.12 -0.09 0.12
H -4.700 1.441 -1.446 0.30 -0.13 -0.07
H 3.514 -0.841 -2.284 0.03 0.27 0.02
H 9.051 1.173 -1.326 0.07 0.07 -0.30
H -5.510 -2.063 -0.938 -0.08 -0.17 0.06
H -0.344 -2.331 2.026 0.02 0.07 -0.05
H -4.437 -3.207 -0.138 0.06 -0.16 -0.13
H -6.385 2.661 -1.971 -0.27 0.15 0.04
H -1.403 -1.525 -3.497 0.22 -0.01 0.10
H -0.428 -3.208 -0.274 0.14 0.01 -0.04
H -3.533 3.920 0.337 -0.08 -0.07 0.10
H 0.488 1.086 3.179 -0.01 0.03 0.10
H 2.923 -2.821 -1.283 -0.05 0.17 -0.07
H -1.917 4.231 4.694 -0.02 -0.03 -0.04
H 2.236 -1.460 1.333 -0.21 0.27 -0.12
H 0.248 3.379 3.961 -0.03 -0.03 -0.02
H 0.905 -0.554 -0.969 0.33 -0.11 0.12
```
Forces are in eV/Å.